# 1
Molecular formula: C25H28N2O4
Method: DFT, wB97M-V/def2-TZVPD

```
59
Properties=species:S:1:pos:R:3:forces:R:3:mulliken_charge:R:1
C 6.776711 0.583741 2.244392 -3.18 -0.35 -4.62 -1.120
H 6.964464 -0.495906 2.333168 -0.62 0.41 0.21 0.309
C 7.035415 0.985441 0.648974 -10.61 -3.75 4.48 -1.139
C 5.829384 0.208291 -0.178406 1.65 -3.30 5.48 -0.571
O 4.574035 0.685038 0.036062 -0.43 3.87 3.56 -0.412
C 3.347365 0.339531 -0.336502 -0.34 5.63 6.28 0.231
C 2.152367 0.952383 0.172902 2.74 1.66 -2.23 -1.066
C 0.974704 0.740079 -0.629545 0.72 0.60 3.97 0.711
C 0.881294 -0.322070 -1.516922 8.49 0.92 2.18 0.157
C 2.137479 -1.027047 -1.848582 -4.14 0.67 -1.68 -0.963
C 3.264482 -0.403470 -1.313209 0.13 -11.28 -10.11 0.535
H 4.105390 -1.017650 -1.772051 -0.11 1.53 1.02 0.228
H 2.042623 -1.962317 -2.670935 0.71 2.87 2.50 0.205
O -0.215184 -0.701587 -1.905498 -5.38 -5.07 -5.38 -0.267
C -1.446606 -0.261648 -1.752843 -0.30 2.36 5.55 0.018
O -2.497761 -0.732444 -2.020619 -0.19 -1.34 -3.00 -0.591
C -1.370857 0.735287 -0.659650 -2.95 5.14 1.16 0.331
C -0.278592 1.318762 -0.108220 1.00 0.96 -3.09 1.110
C -0.268056 2.744223 0.532795 -6.14 -4.70 1.85 -1.518
C -1.135034 3.689473 -0.186080 0.75 0.90 -6.68 -0.589
C -2.507147 3.076412 -0.841531 3.19 -0.94 10.22 -1.204
N -2.687022 1.739468 -0.351968 10.45 -0.82 -4.09 0.145
C -3.781024 1.278651 -0.030982 -6.34 0.79 0.44 0.417
O -4.833723 1.908348 0.065702 -0.58 0.80 -0.10 -0.765
C -3.746462 -0.046361 0.294287 -0.47 -7.36 7.88 -0.954
N -2.715655 -0.201807 1.635199 -1.06 0.83 -2.32 0.679
C -3.266838 0.427346 2.727610 3.12 8.30 0.55 -1.324
H -4.155351 0.379509 3.164705 -4.52 -2.35 1.34 0.539
H -2.580894 0.655293 3.602491 -0.08 -0.91 -1.10 0.366
H -3.462727 1.568396 2.418536 0.65 -1.68 0.32 0.241
C -2.518246 -1.473816 2.054336 -0.29 -7.50 0.16 -2.028
C -1.586129 -2.305683 1.067658 3.15 7.17 6.76 1.467
C -1.948452 -3.135141 0.242081 -7.15 -7.40 -5.68 1.055
C -1.083886 -3.942436 -0.615986 5.49 10.16 9.27 -1.931
C 0.258838 -3.645697 -0.429992 -8.62 6.67 7.55 -1.166
C 0.766956 -2.483911 0.569427 3.13 -8.79 -8.72 -1.266
C -0.166999 -2.026696 1.159330 -7.49 7.51 11.28 -0.078
H 0.142520 -1.308778 2.344135 -0.97 -1.68 -3.78 -0.118
H 1.763267 -2.454403 0.680492 3.27 0.61 0.58 0.973
H 0.893294 -3.962249 -0.964004 8.81 -4.99 -7.27 0.880
H -1.325819 -4.579238 -1.191470 -3.67 -8.33 -7.60 0.964
H -3.172518 -3.308967 0.343593 3.12 -0.06 -0.97 0.028
H -3.557129 -2.214059 2.218189 1.93 1.88 -0.84 0.302
H -2.133435 -1.654076 3.127601 -0.05 1.13 -1.67 0.468
H -3.542612 -0.888862 -0.280341 1.12 -0.44 -1.73 0.642
H -4.613728 -0.518307 0.853037 -0.05 1.55 -0.85 0.503
H -3.203366 3.431981 -0.159382 -2.26 2.43 -0.38 0.454
H -2.491095 3.128487 -1.778062 -0.62 0.93 -7.65 0.611
H -0.449928 3.936551 -1.276972 -1.85 -0.06 3.04 0.203
H -1.381120 4.648500 0.278595 0.43 -0.36 0.15 0.398
H -0.951593 2.491447 1.437029 1.42 0.46 -0.43 0.210
H 0.614892 3.081572 0.851825 3.43 1.13 0.99 0.865
H 2.522544 1.934348 0.630177 -1.64 -1.41 0.19 0.211
H 6.044144 0.290829 -1.124669 1.34 0.02 -5.47 0.502
H 5.844330 -0.902476 0.185491 0.25 1.56 -0.92 0.333
H 7.882735 0.631823 0.521626 7.90 -2.96 -2.40 0.597
H 6.806072 1.911880 0.451019 -0.26 5.33 -0.74 0.452
H 7.416638 1.096802 2.787688 3.42 2.25 2.71 0.479
H 5.782272 1.013549 2.532926 0.55 -1.21 -0.19 0.249
```
Forces are in eV/Å.

**Charge**: 0
**Energy above the lowest of the compared OMol25 structures with the same formula, charge and spin**: 2039.5 kJ/mol
**Highest occupied orbital energy**: -8.430 eV
**Molecular weight**: 420.51 g mol⁻¹
**HOMO-LUMO gap**: 8.072 eV


# 2
Molecular formula: C6H7N
Method: DFT, wB97M-V/def2-TZVPD

```
14
Properties=species:S:1:pos:R:3:forces:R:3:mulliken_charge:R:1
H -1.971557 1.527736 -1.683344 -0.72 -0.48 2.47 0.304
N -2.257441 1.408310 -0.629699 -0.44 1.28 -2.57 -0.671
C -1.359648 0.848696 -0.000489 2.70 -1.59 -0.42 0.509
C -0.839917 0.178818 1.174558 0.13 -0.27 0.48 -0.898
C -0.086614 -0.025338 -0.157909 3.22 2.72 1.18 0.814
C 0.082223 -1.435353 -0.575580 1.89 -0.36 -1.50 -1.289
C 1.415024 0.649380 0.007364 -4.00 -0.99 -1.02 -0.894
C 2.523848 1.105547 0.050412 0.02 -0.69 0.32 0.107
H -0.158238 0.593148 1.892582 -0.34 0.92 0.31 0.306
H -1.353030 -0.658445 1.618783 -0.41 -0.30 -0.22 0.287
H -0.852574 -1.904735 -0.510582 -1.32 -1.01 0.04 0.382
H 0.772062 -1.836209 0.194664 -0.37 -0.31 -0.64 0.323
H 0.526155 -1.638239 -1.622800 -0.68 0.58 1.66 0.281
H 3.559704 1.186684 0.242039 0.32 0.50 -0.09 0.439
```
Forces are in eV/Å.

**Charge**: 0
**Energy above the lowest of the compared OMol25 structures with the same formula, charge and spin**: 490.4 kJ/mol
**Highest occupied orbital energy**: -9.286 eV
**Structure (SMILES)**: [H]/N=C1/C[C@]1(C)C#C
**Molecular weight**: 93.13 g mol⁻¹
**HOMO-LUMO gap**: 10.174 eV